# C5H8O2

An isolated molecule of C5H8O2 (ωB97M-V/def2-TZVPD, the OMol25 dataset).

Properties
highest occupied orbital energy	-8.102	eV
LUMO level	0.74	eV
total charge	0
maximum force	0.0100	hartree/bohr
orbital gap	8.84	eV

```
15
Properties=species:S:1:pos:R:3:forces:R:3:nbo_charge:R:1
C 1.641522 -0.452878 0.838665 0.02 -0.01 0.03 -0.624
C 0.676935 -0.432835 -0.331335 0.13 0.20 0.05 0.033
O -0.263716 -1.533917 -0.214629 -0.30 0.05 -0.20 -0.511
C -1.244609 -1.289892 -1.076141 -0.01 -0.44 0.27 0.099
C -1.272768 0.860703 0.526334 0.13 0.17 -0.03 -0.564
C -0.252453 0.773427 -0.337883 -0.03 0.03 0.33 0.348
O 0.039424 1.650041 -1.319182 -0.10 0.20 0.07 -0.661
H 1.094212 -0.430567 1.785626 0.06 -0.01 -0.15 0.221
H 2.283995 -1.338060 0.820168 -0.13 0.10 -0.06 0.222
H 2.276952 0.438080 0.792154 -0.09 -0.14 -0.01 0.226
H 1.196684 -0.503085 -1.292588 -0.16 0.04 0.10 0.215
H -2.117297 -1.822573 -0.633523 0.14 -0.44 -0.20 0.082
H -2.035199 1.628913 0.453930 0.19 0.07 0.04 0.208
H -1.396140 0.102738 1.293972 0.00 0.17 -0.19 0.223
H -0.627541 2.349903 -1.305567 0.15 0.01 -0.06 0.484
```
Forces are in eV/Å.